Record 1
33
Properties=species:S:1:pos:R:3:forces:R:3 method="wB97M-V/def2-TZVPD" smiles=O.O.O.O.O.O.O.O.O.O.O e_above_lowest_kj_mol=180.82 lumo_ev=-1.1744 e_homo_ev=-9.7
O 21.20912 3.45995 -1.76077 0.21 -0.20 -0.13
H 22.11921 3.56916 -2.06967 -0.32 0.23 0.12
H 20.74504 4.26209 -2.04119 0.04 0.09 0.22
O 21.03388 1.83939 0.74665 -0.15 0.10 0.14
H 21.68257 1.12924 0.70230 0.13 0.10 -0.08
H 21.32670 2.47889 0.08474 -0.15 -0.12 -0.01
O 17.66096 2.96521 -3.46107 0.10 0.22 0.11
H 17.57539 3.50752 -4.25028 -0.01 -0.07 -0.06
H 18.49910 2.49706 -3.57824 -0.01 -0.14 -0.06
O 23.73883 3.72480 -3.26693 0.21 0.30 -0.19
H 23.55396 3.80294 -4.20959 0.06 -0.11 -0.02
H 24.48378 4.32140 -3.11612 -0.15 0.17 0.00
O 20.19928 0.58159 -2.58083 -0.45 -0.05 -0.13
H 20.16078 1.45437 -2.17157 0.21 -0.06 0.14
H 20.91431 0.64506 -3.22367 -0.02 0.04 0.22
O 20.16726 2.27989 -5.07161 0.11 0.10 -0.13
H 20.77208 2.97820 -5.33826 -0.10 0.04 -0.03
H 19.81297 1.93366 -5.89779 -0.03 -0.08 0.03
O 25.93850 2.40781 -1.62026 0.01 0.25 -0.09
H 26.32999 1.83095 -2.28325 0.02 -0.05 0.05
H 25.24760 2.88984 -2.08784 0.07 -0.33 0.03
O 20.76690 5.79435 -3.36787 0.14 0.00 -0.29
H 20.69974 6.74773 -3.48417 -0.16 0.03 0.18
H 21.48086 5.53020 -3.95445 0.03 0.04 -0.01
O 23.86740 1.15486 0.15460 -0.16 -0.05 0.12
H 24.31681 1.91392 0.53616 0.08 -0.03 -0.01
H 23.92233 1.28340 -0.79745 0.07 -0.20 -0.06
O 22.98733 0.88760 -2.94408 0.22 -0.06 -0.04
H 23.66452 0.62161 -3.57458 0.01 0.01 0.03
H 23.00093 1.85062 -2.93882 0.03 -0.08 -0.07
O 18.47826 5.46873 -1.64820 0.07 0.03 -0.05
H 17.84406 4.94928 -1.14464 0.00 -0.03 0.05
H 18.58677 4.95474 -2.45653 -0.13 -0.08 -0.01

---

Record 2
33
Properties=species:S:1:pos:R:3:forces:R:3 method="wB97M-V/def2-TZVPD" smiles=O.O.O.O.O.O.O.O.O.O.O e_above_lowest_kj_mol=349.62 lumo_ev=-0.6916 e_homo_ev=-9.6
H -0.09247 -1.07504 -0.76508 0.26 0.00 -0.20
H 1.04363 -0.21784 -0.23166 0.17 -0.02 -0.08
H 1.08228 3.58489 -2.47197 -0.05 0.05 -0.20
H 2.48963 3.01456 -2.40762 0.05 -0.05 -0.25
H 1.70433 -1.59126 1.63064 0.31 -0.32 0.27
H 2.40896 -2.31897 2.76377 -0.13 0.17 -0.40
H -4.62625 -3.67346 -0.04038 0.03 -0.05 0.09
H -3.74074 -2.62149 0.60713 -0.11 0.05 0.10
H 1.43107 -1.37543 -5.50448 0.02 0.06 0.10
H 1.47168 0.05118 -6.02713 0.01 0.02 0.10
H -1.81168 1.67537 3.63462 0.06 0.05 0.04
H -1.26891 1.46034 2.23134 0.02 0.22 0.18
H -3.39050 0.01004 -2.53033 -0.04 0.16 0.05
H -2.77080 0.39573 -3.86346 -0.05 0.08 0.00
H 2.57613 0.20538 3.94538 -0.02 -0.04 -0.08
H 1.42938 0.63040 3.04295 -0.08 0.13 0.25
H -1.99757 0.25787 0.70029 -0.18 -0.01 -0.16
H -1.94063 -1.01047 -0.13523 -0.16 0.01 0.04
H 0.47358 -3.75314 3.47366 -0.03 -0.05 -0.02
H -0.20786 -3.75322 2.11511 0.05 -0.11 0.00
H 1.93294 3.89954 -0.34314 0.05 0.28 -0.09
H 2.79998 4.38518 0.80683 -0.08 0.09 0.00
O 0.80604 -0.79179 -0.96863 -0.24 0.06 0.23
O 1.98580 3.75672 -2.76025 -0.04 -0.15 0.34
O 2.58192 -1.81136 1.96289 0.83 -0.98 -1.18
O -4.01109 -3.54291 0.69005 0.08 0.12 -0.16
O 1.40651 -0.45764 -5.21114 -0.05 -0.06 -0.19
O -1.14160 1.99764 3.02133 0.00 -0.23 -0.15
O -3.45260 0.66283 -3.23673 0.11 -0.19 -0.02
O 1.85479 -0.15064 3.41442 -0.64 1.30 1.01
O -2.53738 -0.30191 0.13088 0.13 -0.23 0.02
O 0.66088 -3.70290 2.52953 -0.39 -0.10 0.18
O 1.97222 4.56943 0.34874 0.07 -0.25 0.16

---

Record 3
33
Properties=species:S:1:pos:R:3:forces:R:3 method="wB97M-V/def2-TZVPD" e_above_lowest_kj_mol=2004.40 lumo_ev=-1.1712 e_homo_ev=-7.3
O -1.09501 0.44309 2.03162 0.00 -0.32 2.69
H -2.00170 0.50748 2.33162 -0.28 -0.34 0.32
H -1.15370 0.00526 1.18246 0.73 -0.91 2.43
O 1.65680 0.14493 -1.87072 1.27 0.60 -1.84
H 1.77456 -0.06575 -2.79700 0.52 -0.21 -0.47
H 0.71363 0.27514 -1.77225 2.47 -0.45 0.41
O -2.35708 -0.70922 0.07056 -3.15 -5.37 -0.89
H -1.94106 0.15093 0.12809 -1.49 -0.06 -0.46
H -3.26936 -0.52033 -0.14927 -0.38 -0.27 0.16
O 0.51358 0.33025 0.11923 2.85 -4.78 0.41
H -0.36117 0.51652 -0.22185 2.07 -1.07 1.46
H 0.79342 -0.45381 -0.35317 1.31 1.45 1.58
O 0.91810 -2.33910 0.12237 4.96 -7.96 4.27
H 1.82836 -2.41087 -0.16484 0.55 -0.55 0.39
H 0.49897 -1.79294 -0.54266 4.52 -2.30 4.12
O -1.36177 1.15269 0.03051 -5.36 10.90 -0.02
H -1.73191 1.91011 0.48388 0.63 0.21 1.16
H -1.29708 1.42833 -0.88385 -0.70 1.33 0.39
O -0.08806 -1.37567 -1.14094 -11.45 1.82 -12.90
H -0.54049 -0.72244 -1.67465 -0.41 -0.21 0.24
H -0.39372 -2.21669 -1.48077 -0.54 -0.67 -0.21
O 1.67399 0.81134 2.32224 1.41 9.56 3.53
H 1.64968 0.47082 3.21649 0.08 0.34 -0.04
H 1.50849 0.04729 1.76991 -0.34 1.28 -0.24
O -0.85338 0.60388 -1.87587 -1.28 1.08 -6.52
H -0.15803 0.95036 -2.43503 0.11 1.23 -1.09
H -1.61109 0.52602 -2.45555 -0.84 -0.07 -0.49
O 0.89195 2.43938 0.01757 0.17 4.84 -1.07
H 1.24590 2.31077 0.89758 0.17 -0.42 0.58
H 0.74571 1.55347 -0.31412 1.42 0.69 0.54
O 1.55489 -1.05965 1.79803 1.37 -8.15 1.44
H 1.10057 -1.44470 1.04865 -0.36 -1.30 -0.09
H 1.14599 -1.46690 2.56171 -0.03 0.08 0.20